A structure of composition C46H62BN10S3Sn. Source: the Open Molecules 2025 dataset; level of theory: the ωB97M-V functional and the def2-TZVPD basis.

Results
Kohn-Sham gap = 0.2081 Ha
Relative energy (zero: lowest compared OMol25 entry of this formula, charge and spin) = 0.00 kJ/mol
Net charge = +1
Spin multiplicity = 1
HOMO level = -9.117 eV
Energy = -102624.1002 eV

```
123
Properties=species:S:1:pos:R:3:forces:R:3
Sn 0.054 -0.125 -0.169 -0.474 -0.390 -0.213
C -5.162 -4.292 -0.127 0.009 0.004 0.023
C -4.719 -3.044 0.643 0.021 -0.073 -0.127
C -3.745 -2.205 -0.125 -0.037 0.027 0.137
C -4.005 -1.303 -1.115 -0.046 0.011 0.003
C -5.334 -0.866 -1.644 0.021 0.006 0.012
C -5.738 0.506 -1.094 0.020 -0.009 0.017
C -2.742 -0.768 -1.523 0.219 -0.091 -0.147
N -1.717 -1.297 -0.773 -0.412 0.219 0.203
C -2.323 -2.219 0.048 0.154 -0.113 -0.120
C -1.610 -3.179 0.740 -0.003 0.062 0.020
C -0.235 -3.222 0.832 -0.004 0.119 0.055
C 0.500 -4.316 1.412 -0.026 -0.018 -0.031
C -0.090 -5.629 1.819 -0.003 0.034 -0.013
C -0.440 -6.508 0.614 0.015 -0.001 0.012
C 1.809 -3.947 1.408 0.067 -0.024 -0.020
C 1.858 -2.630 0.829 -0.062 0.135 0.244
C 3.015 -1.877 0.707 -0.032 0.051 0.015
C 3.122 -0.734 -0.048 -0.099 -0.148 -0.152
N 2.103 -0.211 -0.825 0.379 0.378 0.391
C 2.705 0.739 -1.622 -0.104 -0.197 -0.183
C 2.084 1.383 -2.665 -0.014 0.004 -0.004
C 0.759 1.206 -3.021 -0.038 0.028 0.108
N -0.159 0.495 -2.298 0.184 0.041 -0.232
C -1.338 0.590 -3.003 -0.031 -0.010 0.069
C -2.544 0.055 -2.621 0.036 0.041 0.074
C -1.142 1.364 -4.205 -0.035 0.076 -0.001
C 0.157 1.759 -4.210 0.036 -0.009 -0.038
C 0.886 2.535 -5.261 0.010 -0.041 0.009
C 1.687 1.628 -6.201 -0.016 0.015 0.000
C -2.208 1.687 -5.206 0.010 0.023 0.050
C -3.001 2.937 -4.813 0.014 -0.016 0.006
C 4.108 0.837 -1.323 0.024 0.051 -0.018
C 4.365 -0.070 -0.342 0.040 -0.033 0.013
C 5.685 -0.402 0.287 0.007 -0.060 -0.094
C 6.454 -1.467 -0.501 -0.010 0.000 0.009
C 5.070 1.766 -1.993 -0.038 0.002 -0.015
C 4.888 3.225 -1.564 0.013 -0.005 0.003
N 0.615 -2.208 0.462 0.044 -0.402 -0.308
C 2.991 -4.736 1.879 -0.056 0.050 0.081
C 3.284 -4.511 3.366 0.021 -0.011 -0.015
H -5.801 -4.925 0.489 -0.015 0.011 -0.003
H -5.718 -4.022 -1.024 0.018 0.003 -0.021
H -4.299 -4.881 -0.439 0.008 -0.009 0.006
H -5.591 -2.431 0.886 -0.008 -0.025 0.027
H -4.275 -3.341 1.595 -0.019 0.036 0.017
H -5.307 -0.832 -2.736 -0.011 -0.025 -0.002
H -6.088 -1.607 -1.376 -0.019 0.001 -0.037
H -4.966 1.250 -1.298 -0.003 0.007 -0.019
H -6.674 0.843 -1.541 -0.010 0.004 0.010
H -5.868 0.464 -0.012 0.004 0.000 -0.001
H -2.167 -3.986 1.200 -0.006 0.005 0.001
H 0.620 -6.155 2.460 -0.017 0.002 0.035
H -0.986 -5.464 2.425 0.005 -0.016 0.021
H 0.452 -6.722 0.024 0.001 0.005 -0.004
H -0.871 -7.456 0.935 -0.005 -0.003 0.002
H -1.155 -6.009 -0.041 -0.003 -0.001 -0.004
H 3.915 -2.264 1.164 0.007 0.010 0.002
H 2.685 2.037 -3.281 0.006 0.000 0.007
H -3.407 0.283 -3.232 -0.008 0.017 0.017
H 0.166 3.115 -5.840 0.005 0.025 0.007
H 1.557 3.259 -4.790 -0.015 0.026 -0.008
H 1.027 0.924 -6.708 0.000 -0.007 -0.001
H 2.208 2.213 -6.959 0.003 0.005 -0.001
H 2.427 1.047 -5.648 0.002 -0.009 0.001
H -1.749 1.836 -6.184 -0.004 -0.010 -0.009
H -2.886 0.838 -5.311 0.009 -0.011 -0.042
H -2.337 3.797 -4.710 -0.002 0.006 -0.003
H -3.753 3.178 -5.564 -0.007 -0.007 -0.005
H -3.511 2.792 -3.858 0.001 0.004 0.008
H 6.287 0.507 0.352 0.012 -0.003 0.033
H 5.527 -0.749 1.311 0.007 0.019 0.010
H 6.732 -1.092 -1.486 -0.016 -0.005 -0.013
H 7.364 -1.760 0.022 0.011 0.017 -0.003
H 5.843 -2.359 -0.648 -0.001 -0.007 0.008
H 6.088 1.444 -1.769 0.013 -0.014 -0.035
H 4.955 1.682 -3.077 0.013 -0.003 0.000
H 5.082 3.344 -0.497 -0.010 -0.002 0.008
H 5.575 3.870 -2.112 0.009 -0.001 0.006
H 3.868 3.567 -1.739 -0.001 0.001 0.001
H 2.807 -5.796 1.698 0.009 -0.007 0.002
H 3.870 -4.476 1.286 0.007 -0.030 -0.017
H 2.421 -4.782 3.974 -0.010 0.002 0.005
H 4.132 -5.112 3.693 0.006 0.004 -0.001
H 3.513 -3.462 3.565 -0.014 0.014 0.000
C -1.039 4.014 -1.568 0.024 -0.001 0.015
N -1.140 4.123 -0.125 -0.030 -0.003 -0.084
C -0.834 5.234 0.611 0.028 -0.008 -0.004
C -0.955 4.882 1.911 -0.054 -0.031 0.020
N -1.324 3.558 1.966 -0.091 -0.067 0.034
B -1.564 2.899 3.373 0.101 0.026 -0.028
N -1.999 1.403 3.337 -0.074 0.019 -0.128
C -3.216 1.022 3.844 0.062 -0.020 0.123
C -3.184 -0.311 4.074 0.039 0.029 0.096
N -1.937 -0.742 3.693 -0.019 -0.113 -0.197
C -1.401 -2.068 3.950 0.004 0.034 0.093
C -1.246 0.302 3.186 0.059 0.118 -0.042
S 0.329 0.187 2.473 0.218 0.026 0.181
C -1.418 3.101 0.718 0.078 -0.048 -0.013
S -1.929 1.544 0.165 -0.009 0.144 0.133
H -0.993 5.018 -1.983 -0.014 -0.004 -0.013
H -1.904 3.488 -1.962 -0.004 -0.004 -0.002
H -0.136 3.467 -1.839 0.013 0.002 -0.007
H -0.552 6.165 0.154 -0.011 0.009 -0.014
H -0.837 5.469 2.805 -0.006 -0.003 0.012
H -2.465 3.487 3.913 0.047 0.067 -0.042
H -0.528 3.003 3.986 -0.021 -0.060 0.043
H -3.984 1.745 4.051 -0.008 0.007 -0.015
H -3.909 -0.973 4.512 0.001 -0.015 -0.006
H -2.079 -2.577 4.631 0.011 -0.003 -0.005
H -0.420 -1.976 4.410 -0.007 -0.010 0.012
H -1.302 -2.632 3.033 0.006 -0.065 -0.101
C 4.374 1.688 3.263 -0.035 -0.020 -0.006
N 3.620 1.888 2.043 -0.052 0.074 0.040
C 2.538 2.661 1.929 -0.080 -0.070 -0.133
N 2.126 3.315 3.023 -0.054 0.038 0.048
S 1.743 2.836 0.437 0.084 0.132 0.153
H 5.301 1.178 3.018 0.000 -0.006 0.013
H 3.824 1.078 3.985 -0.015 0.005 0.007
H 4.628 2.646 3.721 0.026 0.002 0.002
H 3.877 1.390 1.205 0.030 0.050 0.005
H 2.427 3.027 3.940 0.014 0.006 -0.008
H 1.214 3.737 2.967 -0.015 0.009 -0.008
```
Forces are in eV/Å.